{
  "formula": "C2H4BaLiO2",
  "method": "ωB97M-V/def2-TZVPD",
  "de_lowest_kj_mol": 0.00,
  "charge": 1,
  "energy_ha": -261.8407,
  "orbital_gap_ev": [6.2640, 6.2641],
  "elements": ["Ba", "O", "C", "H", "H", "Li", "O", "H", "H", "C"],
  "positions_angstrom": [[-1.325, 0.608, -2.011], [0.209, -1.184, -1.337], [0.580, -0.087, 0.735], [0.235, -0.524, 1.696], [1.437, -2.031, 0.019], [-0.737, 2.611, 0.000], [-0.277, 0.872, 0.252], [-2.455, 0.695, -0.069], [1.612, 0.267, 0.938], [0.721, -1.227, -0.223]],
  "mulliken_charge": [1.3676, -0.6071, -0.4268, 0.2865, 0.3797, 0.7920, -0.9052, -0.3971, 0.2987, 0.2117]
}



{
  "formula": "C26H23OSm",
  "method": "ωB97M-V/def2-TZVPD",
  "energy_ha": -1737.1451,
  "orbital_gap_ev": [5.8783, 5.8790],
  "spin_multiplicity": 6,
  "elements": ["H", "H", "H", "H", "H", "H", "H", "C", "C", "C", "C", "C", "H", "C", "C", "H", "H", "C", "Sm", "C", "C", "H", "H", "H", "C", "C", "C", "C", "C", "C", "C", "C", "H", "H", "H", "H", "C", "H", "C", "H", "H", "O", "C", "C", "H", "H", "H", "C", "C", "C", "C"],
  "positions_angstrom": [[1.337, 1.134, 2.972], [-0.615, 1.697, -5.177], [-1.688, -1.773, -3.338], [0.285, 2.592, -0.967], [-1.714, 1.223, 7.977], [1.892, -0.956, 5.478], [-1.804, -1.746, 2.193], [-1.411, -0.919, -3.950], [-0.892, -1.844, 1.628], [0.537, -0.859, -7.060], [0.572, -2.218, -0.079], [0.045, 0.166, 8.099], [-2.238, -0.345, -4.356], [0.685, -0.201, -8.271], [1.309, 1.880, 0.879], [1.709, -1.187, 7.969], [0.963, -2.409, -1.066], [-0.632, 1.663, 2.079], [0.000, 0.000, 0.517], [-0.268, 1.166, -6.053], [0.357, 1.143, -8.376], [1.063, -0.737, -9.132], [2.352, 1.886, 0.610], [0.681, -1.335, 3.116], [0.772, 1.492, 2.128], [0.420, -1.622, 2.112], [-0.793, -2.217, 0.272], [0.000, 0.000, 2.517], [-0.967, 2.154, 0.807], [-0.977, 0.650, 7.456], [-1.112, 0.420, 6.077], [-0.115, 1.824, -7.262], [0.477, 1.660, -9.319], [-1.613, -2.434, -0.389], [-1.960, 2.347, 0.440], [0.504, -1.789, -4.542], [1.006, -0.595, 7.421], [-1.324, 1.429, 2.871], [-0.134, -0.918, -4.669], [-2.042, 0.615, 5.585], [-0.361, 2.875, -7.335], [-0.311, -0.152, -3.473], [1.043, -0.575, 6.005], [0.000, -0.035, 3.820], [2.402, -1.766, 1.104], [0.803, -1.906, -6.980], [0.151, 0.349, 9.148], [1.329, -1.851, 1.052], [0.000, -0.075, 5.340], [0.225, 2.282, 0.063], [0.053, -0.185, -5.942]],
  "lowdin_spin": [-0.0014, 0.0000, 0.0000, 0.0000, 0.0003, 0.0002, -0.0019, 0.0000, -0.0312, 0.0000, -0.0082, -0.0109, 0.0000, 0.0000, -0.0133, 0.0006, 0.0009, -0.0100, 5.1023, 0.0000, 0.0000, 0.0000, 0.0009, 0.0053, -0.0208, 0.0074, -0.0343, -0.0539, -0.0316, -0.0003, -0.0123, 0.0000, 0.0000, -0.0015, -0.0014, 0.0000, 0.0052, -0.0009, 0.0000, -0.0008, 0.0000, -0.0003, -0.0046, 0.1262, 0.0014, 0.0000, -0.0008, -0.0110, 0.0128, -0.0120, 0.0000]
}



{
  "formula": "C28H32F5N5O4SSi2",
  "method": "ωB97M-V/def2-TZVPD",
  "energy_ha": -3137.5150,
  "orbital_gap_ev": 9.2480,
  "elements": ["C", "H", "H", "C", "C", "C", "O", "C", "H", "C", "H", "C", "H", "C", "H", "C", "H", "H", "H", "C", "H", "N", "Si", "N", "F", "C", "H", "H", "H", "H", "F", "N", "H", "H", "C", "H", "H", "C", "C", "C", "C", "H", "C", "C", "H", "H", "O", "H", "O", "H", "C", "H", "H", "H", "H", "H", "H", "F", "F", "C", "O", "C", "H", "N", "S", "F", "H", "C", "C", "C", "C", "Si", "C", "C", "H", "N", "C"],
  "positions_angstrom": [[0.394, 5.472, 1.241], [-3.501, -0.628, -4.208], [2.576, 3.095, 1.454], [-2.238, 0.040, 0.461], [-0.361, 6.110, 0.269], [3.586, 4.237, 2.976], [3.354, -0.650, 1.266], [2.538, -4.580, 0.781], [-3.477, -3.156, 5.545], [3.529, 3.412, 1.865], [2.607, 2.089, -1.233], [-1.655, 5.664, 0.045], [-1.182, -0.567, -5.124], [5.969, 4.135, 2.814], [0.053, 6.933, -0.298], [-6.203, -1.848, 3.248], [5.426, -0.908, -1.555], [2.490, -3.501, 0.849], [-7.021, -1.481, 2.636], [-4.120, -0.392, -7.525], [5.088, 0.874, -1.354], [2.306, -6.711, 1.873], [1.862, 0.888, -0.796], [-0.057, 4.446, 1.984], [-3.031, -0.724, -1.657], [-1.311, 4.038, 1.747], [2.651, -8.378, 0.729], [1.412, 5.782, 1.449], [-2.276, 6.137, -0.707], [-5.411, -0.508, -5.810], [-1.094, 0.317, 1.195], [-6.546, -2.248, 4.479], [-2.535, -0.301, -8.982], [2.678, 4.584, 3.453], [5.089, -0.117, -0.813], [-3.148, 4.233, 0.648], [-3.001, 0.826, 0.729], [-2.143, 4.607, 0.796], [-4.907, -1.885, 2.757], [2.267, -5.371, 1.886], [-4.388, -0.487, -6.167], [4.920, 5.246, 4.326], [-2.041, -0.521, -5.782], [-1.999, 0.080, -1.117], [6.664, 2.929, 1.171], [6.959, 4.399, 3.163], [0.111, -1.844, -0.542], [-4.920, -0.337, -8.251], [0.867, 0.430, -2.123], [0.498, -2.584, -1.055], [2.872, -5.208, -0.408], [5.770, -0.104, 0.084], [3.092, -4.623, -1.295], [-5.866, -3.024, 6.252], [3.179, -7.119, -1.360], [2.004, -4.926, 2.840], [-4.689, -1.551, 1.753], [-0.701, -1.549, -3.136], [-2.718, -1.218, 0.798], [2.921, -6.594, -0.449], [3.119, -1.958, -0.806], [5.805, 3.317, 1.709], [-2.878, -2.404, 3.241], [4.612, 2.947, 1.224], [3.371, -0.582, -0.245], [-2.218, 1.373, -1.587], [1.109, 1.320, 0.394], [-5.560, -2.705, 5.262], [4.834, 4.603, 3.458], [-4.233, -2.779, 4.868], [-3.905, -2.360, 3.588], [-0.345, -0.691, -1.702], [-3.330, -0.554, -5.274], [-2.795, -0.371, -7.931], [-1.650, 3.210, 2.362], [-1.755, -0.432, -7.088], [2.629, -7.294, 0.711]],
  "mulliken_charge": [0.0577, 0.3836, 0.2241, 0.1608, -0.7431, -0.6606, -0.7125, -0.0245, 0.3563, 0.0254, -0.1139, -0.2133, 0.6140, -0.5120, 0.3843, -0.3984, 0.3609, 0.3463, 0.3501, -0.2705, 0.3375, -0.5531, 0.4232, -0.3406, -0.3289, -0.3306, 0.3438, 0.3659, 0.3894, 0.3795, -0.2229, -0.5575, 0.3622, 0.4518, -1.0456, 0.3721, 0.2054, -0.3851, -0.1237, -0.4806, -0.6128, 0.3855, -0.4012, 0.7642, 0.3513, 0.3644, -0.3600, 0.3630, -0.3485, 0.2426, -0.1322, 0.2988, 0.4374, 0.3516, 0.3627, 0.3696, 0.4166, -0.2934, -0.2628, -0.4960, -0.6169, -0.1738, 0.3909, -0.1790, 1.2970, -0.2633, -0.0676, -0.1746, -0.2754, -0.4755, -0.1565, 0.6154, -0.0529, -0.3109, 0.4514, -0.5046, -0.1815]
}



{
  "formula": "C5H8O",
  "method": "ωB97M-V/def2-TZVPD",
  "de_lowest_kj_mol": 78.88,
  "energy_ha": -270.5278,
  "smiles": "CC(=O)C1CC1",
  "orbital_gap_ev": 10.7384,
  "elements": ["H", "H", "O", "H", "H", "H", "H", "H", "C", "C", "C", "C", "H", "C"],
  "positions_angstrom": [[-0.944, 0.909, -0.766], [-0.686, 1.893, 1.519], [0.899, -1.607, 0.272], [1.790, 0.635, -1.576], [-1.246, -1.173, 1.513], [0.494, 0.554, 1.954], [-2.469, 0.138, 1.094], [1.989, -1.096, -1.963], [1.266, -0.320, -1.710], [0.560, -0.666, -0.419], [-1.429, -0.173, 1.133], [-0.533, 0.261, 0.004], [0.553, -0.184, -2.529], [-0.387, 0.856, 1.393]],
  "nbo_charge": [0.2226, 0.2173, -0.5606, 0.2341, 0.2402, 0.2270, 0.2184, 0.2359, -0.7136, 0.5949, -0.3990, -0.3580, 0.2266, -0.3858]
}



{
  "formula": "C6H17ClN2Si",
  "method": "ωB97M-V/def2-TZVPD",
  "de_lowest_kj_mol": 0.00,
  "energy_ha": -1098.0668,
  "smiles": "CCN[Si@](Cl)(NC)C(C)C",
  "orbital_gap_ev": 9.1219,
  "elements": ["H", "N", "H", "N", "C", "H", "H", "H", "H", "H", "C", "H", "H", "H", "H", "H", "H", "H", "H", "C", "C", "C", "Si", "H", "Cl", "H", "C"],
  "positions_angstrom": [[-3.134, 0.735, 0.022], [-1.064, 1.087, 0.412], [-1.101, 1.862, -0.242], [-0.070, -1.823, 0.491], [1.662, 0.134, -1.229], [2.207, 0.784, 0.762], [0.893, 1.476, -2.743], [2.839, -0.813, 0.330], [0.116, -1.539, 1.441], [-2.357, -0.304, 1.227], [0.361, -3.181, 0.217], [-2.166, 1.593, 2.793], [-0.014, -3.477, -0.760], [-2.852, 2.690, 1.596], [3.574, 0.639, -0.352], [2.528, 1.860, -2.199], [1.146, 2.233, -1.166], [-0.045, -3.859, 0.969], [-3.854, 1.403, 2.283], [-2.851, 1.662, 1.952], [-2.396, 0.716, 0.838], [2.630, 0.188, -0.046], [-0.027, -0.574, -0.682], [2.092, -0.537, -1.979], [-1.117, -1.188, -2.273], [1.453, -3.281, 0.214], [1.546, 1.515, -1.876]],
  "nbo_charge": [0.1598, -0.9493, 0.3479, -1.1090, -0.6952, 0.2164, 0.2135, 0.2066, 0.4055, 0.1826, -0.4033, 0.2051, 0.2039, 0.1971, 0.2094, 0.2079, 0.2101, 0.1993, 0.2012, -0.6065, -0.2276, -0.6094, 1.8254, 0.2283, -0.3877, 0.1726, -0.6044]
}



{
  "formula": "C4H11NS",
  "method": "ωB97M-V/def2-TZVPD",
  "de_lowest_kj_mol": 406.16,
  "energy_ha": -611.7874,
  "orbital_gap_ev": 9.3236,
  "elements": ["C", "H", "C", "C", "H", "H", "H", "H", "H", "N", "H", "H", "C", "H", "S", "H", "H"],
  "positions_angstrom": [[-1.404, 1.637, -0.120], [-1.496, -0.287, 1.973], [-0.178, 0.728, 0.311], [-0.827, -0.513, 0.967], [-2.152, 1.750, 0.779], [-1.949, 1.187, -0.960], [3.052, 0.318, -1.745], [-0.967, 2.604, -0.211], [-1.815, -0.784, 0.193], [0.261, -1.560, 1.063], [0.297, -2.333, 1.721], [0.686, 1.301, 0.655], [1.862, -0.372, -1.228], [1.975, -0.496, -0.095], [0.126, 0.231, -1.423], [0.519, -2.092, 0.032], [2.010, -1.319, -1.911]],
  "nbo_charge": [-0.6255, 0.2200, -0.3548, -0.2304, 0.1973, 0.2224, 0.1852, 0.2243, 0.1836, -0.9081, 0.3833, 0.2416, -0.7979, 0.2563, 0.1988, 0.3779, 0.2258]
}



{
  "formula": "C4H9NO",
  "method": "ωB97M-V/def2-TZVPD",
  "de_lowest_kj_mol": 138.31,
  "energy_ha": -287.7798,
  "smiles": "CCO/C=N/C",
  "orbital_gap_ev": 10.7483,
  "elements": ["H", "N", "H", "C", "C", "H", "O", "C", "H", "H", "H", "H", "C", "H", "H"],
  "positions_angstrom": [[1.436, 2.856, -0.375], [-0.469, -1.327, 0.322], [-0.794, -3.323, 0.864], [0.533, -0.891, -0.308], [0.386, 2.617, -0.183], [-0.373, -3.114, -0.855], [1.034, 0.344, -0.189], [0.276, 1.302, 0.562], [-0.130, 2.545, -1.146], [-1.977, -2.638, -0.251], [-0.062, 3.433, 0.392], [1.113, -1.458, -1.047], [-0.910, -2.665, -0.004], [0.696, 1.362, 1.573], [-0.757, 0.957, 0.645]],
  "nbo_charge": [0.2139, -0.5121, 0.1983, 0.4142, -0.6238, 0.1665, -0.5049, -0.0811, 0.2101, 0.1996, 0.2128, 0.1420, -0.4229, 0.1799, 0.2074]
}



{
  "formula": "CH4N2S",
  "method": "ωB97M-V/def2-TZVPD",
  "de_lowest_kj_mol": 319.37,
  "energy_ha": -548.0902,
  "orbital_gap_ev": 9.5119,
  "elements": ["N", "H", "H", "H", "S", "N", "H", "C"],
  "positions_angstrom": [[0.490, 0.292, -0.387], [2.293, -0.248, 1.123], [0.343, 1.377, 0.301], [-0.277, -1.422, -0.315], [2.169, -0.154, -0.177], [-1.954, -0.177, 0.011], [-2.369, 0.695, -0.314], [-0.694, -0.364, -0.242]],
  "nbo_charge": [-0.7627, 0.0913, 0.3663, 0.1240, 0.2333, -0.7161, 0.3513, 0.3125]
}